C40H110N10O10 | ωB97M-V/def2-TZVPD

Last column: Mulliken charge in e.
Element x y z (Å)
C1 -3.89 -6.17 1.86  -0.632
O1 -3.98 -5.65 0.50  -0.416
C2 -3.17 -4.44 0.38  -0.388
C3 -3.21 -3.90 -1.04  0.459
C4 -3.04 -4.94 -2.14  -1.664
N1 -2.17 -2.92 -1.11  0.021
H1 -4.38 -7.10 1.84  0.360
H2 -4.38 -5.51 2.65  0.222
H3 -2.83 -6.39 2.14  0.238
H4 -3.47 -3.66 1.10  0.117
H5 -2.15 -4.72 0.63  0.420
H6 -4.17 -3.43 -1.23  -0.008
H7 -2.83 -4.57 -3.13  0.414
H8 -3.83 -5.72 -2.22  0.325
H9 -2.12 -5.58 -2.00  0.341
H10 -1.37 -3.29 -0.70  0.329
H11 -1.96 -2.75 -2.10  -0.191
C5 2.35 1.78 -3.43  -0.805
O2 1.50 0.84 -4.08  -0.174
C6 1.86 -0.52 -4.15  -0.983
C7 0.96 -1.37 -3.32  1.679
C8 1.53 -2.77 -3.22  -1.579
N2 -0.39 -1.37 -3.86  -0.088
H12 2.14 2.83 -3.67  0.288
H13 3.36 1.44 -3.65  0.472
H14 2.22 1.62 -2.30  0.158
H15 1.81 -0.79 -5.24  0.130
H16 2.88 -0.68 -3.77  0.478
H17 0.84 -0.86 -2.38  -1.000
H18 1.05 -3.49 -2.59  0.331
H19 2.56 -2.73 -2.88  0.391
H20 1.45 -3.12 -4.26  0.425
H21 -0.50 -2.09 -4.55  0.247
H22 -0.76 -0.47 -4.12  -0.038
C9 1.94 -5.81 3.80  -0.868
O3 0.60 -5.37 3.89  -0.253
C10 0.52 -4.41 4.91  -0.846
C11 -0.97 -3.94 4.89  0.181
C12 -1.37 -3.04 3.69  -0.726
N3 -1.16 -3.17 6.12  -0.612
H23 2.05 -6.54 3.01  0.264
H24 2.33 -6.17 4.76  0.310
H25 2.60 -5.05 3.47  0.366
H26 0.69 -4.89 5.91  0.380
H27 1.15 -3.55 4.71  0.362
H28 -1.57 -4.86 4.80  0.319
H29 -0.64 -2.26 3.62  0.155
H30 -2.44 -2.72 3.66  0.197
H31 -1.23 -3.64 2.82  0.336
H32 -2.06 -2.73 6.11  0.174
H33 -1.20 -3.71 6.98  0.260
C13 -3.72 -0.41 -3.01  -0.740
O4 -4.94 0.36 -3.24  0.208
C14 -5.74 -0.15 -4.22  -0.700
C15 -7.06 0.51 -4.44  0.487
C16 -7.89 -0.37 -5.36  -1.690
N4 -6.92 1.86 -5.04  -0.699
H34 -3.15 0.17 -2.30  -0.650
H35 -3.22 -0.62 -3.96  0.517
H36 -3.95 -1.33 -2.52  0.528
H37 -5.32 -0.08 -5.22  0.227
H38 -5.91 -1.22 -3.91  0.282
H39 -7.58 0.64 -3.49  0.299
H40 -7.40 -0.53 -6.31  0.380
H41 -8.86 0.07 -5.58  0.394
H42 -8.06 -1.36 -4.98  0.423
H43 -6.51 1.78 -5.94  0.317
H44 -6.27 2.36 -4.41  0.272
C17 -0.27 1.88 5.70  -0.659
O5 -1.67 1.83 5.46  -0.471
C18 -2.04 0.66 4.84  0.016
C19 -3.56 0.47 4.82  0.921
C20 -4.16 0.56 6.18  -1.744
N5 -3.90 -0.86 4.22  -0.220
H45 0.03 0.93 6.12  0.372
H46 0.03 2.69 6.41  0.280
H47 0.24 2.01 4.76  0.136
H48 -1.72 0.64 3.80  -0.405
H49 -1.69 -0.21 5.42  0.675
H50 -3.95 1.33 4.25  -0.365
H51 -3.94 1.51 6.64  0.420
H52 -3.70 -0.21 6.83  0.279
H53 -5.24 0.41 6.18  0.501
H54 -4.10 -0.77 3.20  0.004
H55 -4.75 -1.28 4.59  0.264
C21 5.49 1.32 -1.41  -0.133
O6 6.76 0.73 -1.55  -0.350
C22 7.46 1.33 -2.68  -0.568
C23 8.97 1.01 -2.55  0.412
C24 9.81 2.03 -1.72  -1.210
N6 9.58 0.84 -3.87  -0.709
H56 5.46 2.35 -1.74  0.463
H57 5.20 1.17 -0.35  0.011
H58 4.71 0.74 -2.02  -0.131
H59 7.08 0.97 -3.65  0.218
H60 7.26 2.41 -2.66  0.336
H61 9.04 0.07 -2.02  0.249
H62 10.81 1.62 -1.51  0.313
H63 9.25 2.29 -0.80  0.169
H64 9.88 2.96 -2.24  0.402
H65 9.24 0.01 -4.36  0.269
H66 9.39 1.63 -4.49  0.250
C25 2.82 1.34 1.96  -0.572
O7 1.61 1.71 1.30  -0.364
C26 0.48 0.86 1.64  -0.429
C27 -0.07 0.23 0.39  0.992
C28 -0.70 1.27 -0.52  0.163
N7 -1.05 -0.73 0.87  0.745
H67 3.08 0.26 2.12  0.340
H68 2.67 1.69 2.99  0.332
H69 3.70 1.83 1.47  0.017
H70 0.77 0.12 2.42  0.721
H71 -0.37 1.49 2.09  -0.735
H72 0.77 -0.29 -0.08  0.001
H73 -1.11 0.74 -1.39  -0.444
H74 0.06 1.97 -0.89  0.422
H75 -1.58 1.72 -0.04  -0.358
H76 -1.51 -1.25 0.17  -0.546
H77 -0.70 -1.35 1.56  -0.008
C29 -3.16 4.09 2.02  -0.806
O8 -3.63 3.18 1.03  -0.339
C30 -3.98 1.91 1.56  -0.427
C31 -4.46 0.99 0.40  3.024
C32 -5.74 1.42 -0.26  -1.479
N8 -4.73 -0.39 1.00  -0.749
H78 -3.91 4.34 2.79  0.299
H79 -2.73 4.94 1.49  0.272
H80 -2.32 3.66 2.59  0.254
H81 -3.15 1.48 2.16  -0.553
H82 -4.84 2.15 2.22  0.861
H83 -3.56 0.86 -0.27  -1.875
H84 -6.45 1.51 0.56  0.413
H85 -6.05 0.65 -0.97  0.345
H86 -5.72 2.36 -0.79  0.283
H87 -5.28 -0.91 0.31  0.339
H88 -3.82 -0.87 1.01  0.064
C33 -1.52 5.16 -1.83  -0.568
O9 -1.65 4.81 -3.20  -0.525
C34 -1.53 3.42 -3.37  0.638
C35 -1.88 3.02 -4.80  0.210
C36 -3.34 2.92 -5.07  -1.407
N9 -1.14 1.70 -5.04  -0.331
H89 -1.53 6.27 -1.68  0.299
H90 -0.58 4.76 -1.40  0.221
H91 -2.36 4.74 -1.31  0.221
H92 -0.52 3.04 -3.09  -0.174
H93 -2.18 2.83 -2.79  -0.208
H94 -1.40 3.71 -5.46  0.476
H95 -3.79 3.90 -4.99  0.499
H96 -3.90 2.36 -4.32  -0.131
H97 -3.52 2.64 -6.11  0.490
H98 -1.30 1.41 -5.97  0.219
H99 -0.14 1.79 -4.99  0.108
C37 9.74 0.32 3.70  -0.604
O10 8.38 0.44 4.03  -0.416
C38 7.82 1.72 3.63  -0.921
C39 7.76 1.88 2.13  0.802
C40 7.07 3.18 1.69  -1.495
N10 7.04 0.66 1.64  -0.435
H100 10.25 1.30 3.80  0.314
H101 9.87 -0.02 2.64  0.203
H102 10.12 -0.46 4.38  0.236
H103 6.77 1.72 3.98  0.353
H104 8.27 2.52 4.16  0.485
H105 8.83 1.97 1.84  0.114
H106 6.06 3.35 2.17  0.258
H107 6.85 3.25 0.63  0.261
H108 7.74 3.96 2.00  0.482
H109 7.25 -0.10 2.30  0.307
H110 7.50 0.42 0.80  0.088

Lowest unoccupied orbital energy = 0.42 eV
Relative energy (zero: lowest compared OMol25 entry of this formula, charge and spin) = 277.86 kJ/mol
Maximum force = 3.01 eV/Å
SMILES = COC[C@H](C)N.COC[C@H](C)N.COC[C@H](C)N.COC[C@H](C)N.COC[C@H](C)N.COC[C@H](C)N.COC[C@H](C)N.COC[C@H](C)N.COC[C@H](C)N.COC[C@H](C)N

***

C40H112N8O12 | ωB97M-V/def2-TZVPD

Last column: Mulliken charge in e.
Element x y z (Å)
C1 -1.11 -4.98 17.84  -1.685
C2 -2.36 -5.75 17.39  0.390
C3 -3.59 -5.65 18.32  0.509
O1 -3.33 -6.49 19.45  -0.247
C4 -4.29 -6.33 20.49  -0.523
N1 -2.67 -5.23 16.13  -0.712
H1 -0.26 -5.23 17.22  0.407
H2 -0.91 -5.16 18.90  0.305
H3 -1.22 -3.89 17.79  0.415
H4 -2.06 -6.80 17.31  0.286
H5 -4.50 -5.92 17.80  -0.725
H6 -3.76 -4.61 18.61  0.406
H7 -4.15 -5.33 20.91  0.471
H8 -3.95 -7.00 21.28  -0.014
H9 -5.33 -6.51 20.20  0.171
H10 -2.07 -5.51 15.37  0.340
H11 -3.56 -5.53 15.75  0.242
C5 -8.54 -9.85 22.92  -1.486
C6 -8.78 -8.34 22.73  0.495
C7 -7.46 -7.49 22.76  -0.593
O2 -6.92 -7.48 24.04  -0.426
C8 -5.65 -6.89 24.12  -0.651
N2 -9.65 -8.00 21.62  0.948
H12 -7.99 -10.07 23.84  0.617
H13 -8.13 -10.38 22.06  0.056
H14 -9.50 -10.32 23.12  0.347
H15 -9.27 -7.93 23.61  0.532
H16 -7.55 -6.52 22.27  0.427
H17 -6.86 -8.03 22.02  0.179
H18 -5.52 -6.65 25.17  0.301
H19 -5.53 -5.98 23.53  0.231
H20 -4.94 -7.65 23.76  0.303
H21 -10.52 -8.52 21.63  -0.960
H22 -9.94 -7.05 21.79  0.540
C9 -2.91 -16.29 19.74  -1.476
C10 -2.31 -15.02 19.18  0.693
C11 -2.46 -13.78 20.08  -0.553
O3 -3.78 -13.37 20.19  -0.405
C12 -4.38 -12.89 19.01  -0.415
N3 -0.86 -15.34 18.93  -0.773
H23 -2.75 -17.11 19.04  0.406
H24 -4.00 -16.24 19.84  0.326
H25 -2.58 -16.65 20.71  0.322
H26 -2.68 -14.75 18.19  0.216
H27 -1.90 -12.96 19.64  0.203
H28 -2.00 -13.82 21.07  0.391
H29 -3.83 -12.07 18.54  0.104
H30 -5.37 -12.56 19.34  0.032
H31 -4.45 -13.70 18.28  0.380
H32 -0.48 -14.67 18.28  0.259
H33 -0.29 -15.22 19.75  0.256
C13 -11.04 -15.00 15.00  -1.621
C14 -11.17 -14.28 16.32  0.491
C15 -10.54 -12.86 16.34  0.230
O4 -9.17 -13.01 16.09  -0.471
C16 -8.33 -11.89 15.84  -0.182
N4 -12.57 -14.21 16.68  -0.700
H34 -10.02 -15.24 14.71  0.291
H35 -11.39 -14.36 14.19  0.344
H36 -11.63 -15.92 15.01  0.390
H37 -10.73 -14.89 17.10  0.230
H38 -10.71 -12.37 17.30  -0.328
H39 -10.98 -12.26 15.54  0.470
H40 -8.82 -11.11 15.25  0.143
H41 -7.43 -12.14 15.28  0.360
H42 -8.09 -11.46 16.81  -0.081
H43 -13.00 -13.34 16.40  0.266
H44 -12.72 -14.12 17.67  0.246
C17 -12.88 -8.85 24.01  -1.182
C18 -13.21 -8.19 22.70  0.778
C19 -13.12 -9.05 21.37  -0.971
O5 -11.83 -9.68 21.31  -0.371
C20 -11.39 -10.03 20.00  -0.551
N5 -14.53 -7.53 22.90  -0.650
H45 -11.83 -9.13 23.88  0.129
H46 -13.40 -9.79 24.16  0.323
H47 -12.90 -8.16 24.85  0.359
H48 -12.47 -7.41 22.49  -0.049
H49 -13.26 -8.39 20.52  0.454
H50 -13.92 -9.78 21.26  0.422
H51 -10.50 -10.65 20.13  -0.333
H52 -11.07 -9.11 19.51  0.214
H53 -12.08 -10.69 19.47  0.599
H54 -14.85 -7.21 21.99  0.261
H55 -14.37 -6.72 23.47  0.307
C21 -10.46 -4.97 17.24  -1.026
C22 -11.03 -4.96 18.69  0.937
C23 -12.42 -4.29 18.87  -0.945
O6 -12.24 -2.92 18.50  -0.269
C24 -13.31 -2.09 18.92  -0.790
N6 -11.10 -6.35 19.22  0.003
H56 -11.14 -5.45 16.54  0.421
H57 -9.53 -5.52 17.18  -0.198
H58 -10.31 -3.97 16.83  0.433
H59 -10.33 -4.53 19.40  0.111
H60 -12.89 -4.45 19.84  0.444
H61 -13.13 -4.66 18.13  0.402
H62 -12.93 -1.07 18.90  0.248
H63 -13.63 -2.39 19.92  0.341
H64 -14.21 -2.13 18.31  0.288
H65 -11.53 -6.33 20.13  0.125
H66 -10.15 -6.68 19.36  -0.301
C25 -7.35 -7.70 14.89  -1.424
C26 -6.07 -7.59 15.68  2.250
C27 -4.99 -8.70 15.37  -1.253
O7 -5.63 -9.87 15.86  0.055
C28 -4.75 -11.03 15.95  -0.795
N7 -5.52 -6.29 15.26  -0.496
H67 -7.98 -8.57 15.05  -0.224
H68 -7.17 -7.64 13.81  0.528
H69 -8.00 -6.85 15.07  0.496
H70 -6.23 -7.56 16.75  -0.997
H71 -4.08 -8.52 15.93  0.352
H72 -4.84 -8.72 14.29  0.298
H73 -4.39 -11.42 15.00  0.402
H74 -5.27 -11.92 16.31  0.146
H75 -3.90 -10.89 16.61  0.225
H76 -6.16 -5.57 15.55  0.065
H77 -5.64 -6.24 14.26  0.338
C29 -7.16 -4.33 18.32  -0.249
C30 -7.54 -2.94 19.00  0.609
C31 -6.77 -2.62 20.26  -0.581
O8 -7.25 -1.40 20.90  -0.377
C32 -6.75 -1.01 22.17  -0.776
N8 -7.50 -1.86 18.07  -0.821
H78 -7.49 -5.12 18.99  -0.397
H79 -6.09 -4.35 18.12  0.390
H80 -7.55 -4.54 17.33  0.052
H81 -8.60 -2.94 19.28  0.013
H82 -5.71 -2.50 20.04  0.472
H83 -6.92 -3.38 21.03  0.116
H84 -5.70 -0.74 22.05  0.336
H85 -6.64 -1.80 22.91  0.256
H86 -7.41 -0.30 22.66  0.270
H87 -8.43 -1.76 17.70  0.256
H88 -7.40 -0.98 18.55  0.346
C33 -9.00 -12.94 20.19  -0.092
C34 -10.24 -13.84 20.10  -0.070
O9 -10.19 -14.87 21.15  -0.558
H89 -9.11 -12.12 19.48  -0.353
H90 -8.07 -13.48 19.97  0.527
H91 -9.01 -12.35 21.10  0.007
H92 -10.28 -14.34 19.13  -0.037
H93 -11.18 -13.29 20.14  0.248
H94 -11.04 -15.00 21.56  0.310
C35 -10.61 -9.11 16.34  0.683
C36 -11.39 -8.82 15.01  -0.740
O10 -12.78 -8.86 15.29  -0.573
H95 -10.91 -10.02 16.86  0.118
H96 -10.63 -8.28 17.05  0.030
H97 -9.56 -9.36 16.22  -0.766
H98 -11.13 -9.59 14.28  0.434
H99 -11.09 -7.82 14.70  0.325
H100 -12.86 -8.15 15.93  0.323
C37 -2.34 -10.12 19.83  -0.078
C38 -1.42 -9.12 20.54  -0.683
O11 -1.16 -8.02 19.66  -0.599
H101 -2.71 -10.88 20.52  0.375
H102 -1.75 -10.62 19.07  0.254
H103 -3.21 -9.62 19.38  -0.227
H104 -0.48 -9.59 20.82  0.363
H105 -1.99 -8.70 21.37  0.199
H106 -1.91 -7.41 19.65  0.538
C39 -6.38 -9.53 19.19  -0.169
C40 -7.82 -9.09 18.85  2.529
O12 -7.97 -7.78 19.43  1.153
H107 -6.32 -9.69 20.26  0.402
H108 -5.67 -8.72 19.04  -0.564
H109 -6.05 -10.32 18.52  -0.200
H110 -8.51 -9.79 19.33  -1.043
H111 -8.03 -8.97 17.79  -0.605
H112 -8.35 -7.93 20.30  -1.244

Charge = +1
Lowest unoccupied orbital energy (spin up / spin down) = -2.83 / -8.56 eV
Relative energy (zero: lowest compared OMol25 entry of this formula, charge and spin) = 0.00 kJ/mol
Maximum force = 3.00 eV/Å
2S+1 = 2